The following is a DFT calculation (ωB97M-V/def2-TZVPD) of a cluster of 8 separate species, C23H67Br2O28P7 in total.

Gap between HOMO and LUMO   10.4 eV
Structure (SMILES)   COP(=O)(OC)OC.COP(=O)(OC)OC.COP(=O)(OC)OC.COP(=O)(OC)OC.COP(=O)(OC)OC.COP(=O)(OC)OC.COP(=O)(OC)OC.BrCCBr

```
127
Properties=species:S:1:pos:R:3:lowdin_charge:R:1
C -23.5100 -11.5360 -3.7578 -0.130
O -22.6456 -10.4497 -4.0233 -0.217
P -21.2244 -11.0191 -4.6104 0.451
O -21.2682 -11.7047 -5.9116 -0.225
O -20.2317 -9.7495 -4.5674 -0.203
C -20.1902 -8.9047 -5.6567 -0.149
O -20.5813 -11.8011 -3.3483 -0.201
C -20.3473 -13.1810 -3.4592 -0.132
H -23.5432 -11.7287 -2.6854 0.094
H -23.2821 -12.4334 -4.3331 0.084
H -24.4470 -11.1035 -4.1085 0.095
H -20.9115 -9.0934 -6.4518 0.084
H -19.1861 -9.0277 -6.0626 0.099
H -20.4742 -7.8811 -5.4123 0.089
H -21.1346 -13.7878 -3.0118 0.088
H -19.4553 -13.4511 -2.8939 0.086
H -20.0769 -13.5246 -4.4577 0.087
C -16.2000 -8.5299 11.5352 -0.110
O -14.9314 -8.0078 11.1973 -0.233
P -13.8019 -9.0068 10.6060 0.464
O -13.2543 -9.9910 11.5939 -0.265
O -12.6481 -8.0444 10.1156 -0.214
C -11.8601 -7.1385 10.8867 -0.093
O -14.5264 -9.6575 9.2426 -0.234
C -14.2482 -11.0602 8.9736 -0.095
H -16.1657 -9.5770 11.8362 0.090
H -16.9005 -8.4538 10.7035 0.087
H -16.4510 -7.8078 12.3121 0.095
H -10.8027 -7.1955 10.6282 0.092
H -12.0326 -7.2563 11.9565 0.087
H -12.1451 -6.0886 10.8193 0.084
H -15.2460 -11.4444 8.7613 0.081
H -13.8405 -11.6140 9.8192 0.078
H -13.7258 -11.1870 8.0254 0.085
C -8.2497 -22.9533 0.8957 -0.075
O -9.4683 -22.2085 1.2249 -0.243
P -9.4926 -20.9313 2.2533 0.458
O -10.9000 -20.4923 2.5600 -0.257
O -8.6328 -19.8394 1.3525 -0.249
C -9.2508 -18.6347 0.7954 -0.083
O -8.4375 -21.2381 3.3798 -0.214
C -8.8269 -22.1422 4.4050 -0.097
H -7.4307 -22.2340 0.9076 0.077
H -8.3170 -23.3564 -0.1148 0.089
H -7.9668 -23.6680 1.6685 0.078
H -8.4683 -17.9350 0.5015 0.087
H -9.9759 -18.0959 1.4052 0.076
H -9.8959 -18.9532 -0.0234 0.083
H -8.1861 -22.9889 4.1589 0.082
H -9.8407 -22.5391 4.3518 0.095
H -8.5550 -21.8473 5.4185 0.095
C -19.6995 -21.5124 3.7303 -0.135
O -20.0866 -20.1880 3.3569 -0.199
P -19.2228 -19.0400 4.1586 0.583
O -19.4143 -17.5721 3.7685 -0.279
O -19.6954 -19.3240 5.7356 -0.268
C -20.7696 -18.6250 6.3755 -0.100
O -17.6438 -19.4584 4.3218 -0.229
C -16.7776 -18.6803 5.0400 -0.154
H -19.7316 -21.7244 4.7990 0.086
H -18.8363 -22.0543 3.3439 0.093
H -20.5691 -22.0355 3.3326 0.090
H -21.6933 -19.2036 6.3778 0.082
H -20.9147 -17.8036 5.6739 0.069
H -20.6043 -18.2515 7.3861 0.087
H -17.1600 -17.6600 5.0119 0.084
H -15.9107 -18.5449 4.3932 0.091
H -16.3832 -18.9747 6.0125 0.097
C -11.6210 -7.3026 -6.7792 -0.098
O -11.5919 -8.5466 -6.0790 -0.219
P -12.9111 -9.1520 -5.4200 0.478
O -13.9656 -9.6378 -6.3931 -0.262
O -12.3192 -10.1291 -4.2329 -0.223
C -11.4864 -11.1942 -4.4095 -0.146
O -13.3529 -7.9535 -4.4425 -0.226
C -14.6049 -7.9800 -3.7529 -0.100
H -11.1180 -6.5567 -6.1638 0.090
H -12.5676 -6.9564 -7.1939 0.095
H -10.9480 -7.4136 -7.6294 0.086
H -11.8955 -11.8563 -5.1726 0.094
H -11.3134 -11.7828 -3.5085 0.091
H -10.5459 -10.7736 -4.7653 0.087
H -15.2883 -7.2299 -4.1510 0.084
H -14.6256 -7.7605 -2.6855 0.087
H -15.0907 -8.9357 -3.9501 0.082
C -6.1419 -14.2964 3.6951 -0.124
O -5.3462 -15.2190 4.4107 -0.230
P -4.0363 -16.1292 3.8615 0.499
O -3.9959 -16.3392 2.4156 -0.227
O -2.7237 -15.3145 4.3691 -0.228
C -1.4696 -15.7439 3.9357 -0.131
O -4.0501 -17.3733 4.8988 -0.202
C -3.9166 -18.6798 4.3950 -0.130
H -7.1092 -14.6949 3.3891 0.086
H -5.6156 -14.0191 2.7818 0.080
H -6.2975 -13.3263 4.1671 0.085
H -0.9055 -15.9822 4.8374 0.085
H -0.8375 -14.9280 3.5852 0.092
H -1.5783 -16.6389 3.3230 0.084
H -3.9107 -19.4750 5.1405 0.089
H -3.1217 -18.9142 3.6870 0.087
H -4.8314 -18.8933 3.8422 0.085
C -10.3694 -20.7625 -4.6949 -0.115
O -10.4132 -20.0244 -5.9016 -0.215
P -10.4346 -18.4085 -5.9604 0.534
O -10.4134 -17.6380 -4.6562 -0.265
O -9.2697 -17.9615 -7.0519 -0.213
C -9.3233 -18.4311 -8.3596 -0.152
O -11.7592 -17.9490 -6.8047 -0.218
C -13.0326 -18.5042 -6.6985 -0.136
H -10.4859 -20.1608 -3.7936 0.080
H -9.4336 -21.2906 -4.5119 0.088
H -11.1764 -21.4924 -4.6295 0.088
H -9.3484 -17.6161 -9.0830 0.086
H -10.2026 -19.0205 -8.6193 0.088
H -8.3407 -18.8381 -8.5983 0.091
H -13.7549 -17.8107 -6.2679 0.088
H -13.1852 -19.4329 -6.1488 0.086
H -13.4846 -18.7029 -7.6703 0.085
Br -14.3332 -15.0321 -1.7291 0.584
C -14.4535 -14.6702 0.1780 -0.686
C -13.3165 -13.6084 0.5920 -0.594
Br -13.8307 -12.9604 2.4269 0.532
H -14.3863 -15.6706 0.6056 0.044
H -15.5251 -14.4742 0.2152 0.030
H -13.0790 -12.7367 -0.0179 0.046
H -12.4053 -14.1842 0.7539 0.042
```


The following is a DFT calculation (ωB97M-V/def2-TZVPD) of a cluster of 2 separate species, CH7N2O in total.

Gap between HOMO and LUMO   11.9 eV
Net charge   +1

```
11
Properties=species:S:1:pos:R:3:lowdin_charge:R:1
O -1.1689 -0.7850 1.2183 -0.034
H -0.5450 0.6315 0.9162 0.148
H -1.1048 -1.3725 0.4510 0.063
H -1.5322 -1.3861 1.8772 0.098
N 0.1511 1.0957 0.1741 0.180
C 0.8721 0.0703 -0.6389 -0.196
N 0.2250 -0.6949 -1.3813 0.160
H 0.8555 1.6706 0.6298 0.162
H -0.4625 1.5133 -0.5284 0.170
H 1.9412 0.2528 -0.5268 0.143
H 0.7685 -0.9957 -2.1913 0.105
```


The following is a DFT calculation (ωB97M-V/def2-TZVPD) of a cluster of 12 separate species, C42H69F3O21S3 in total.

Multiplicity   2
⟨S²⟩   0.761
Gap between HOMO and LUMO (spin up / spin down)   1.5 / 6.0 eV
Net charge   -1

```
138
Properties=species:S:1:pos:R:3:lowdin_spin:R:1
F 3.4619 1.2036 -3.1654 0.000
C 4.6396 1.1940 -2.4742 0.050
C 5.5545 0.1358 -2.7137 0.209
C 6.6866 0.0720 -1.8815 0.170
C 6.9194 1.0518 -0.9478 0.048
C 6.0687 2.1323 -0.7312 0.240
C 4.8549 2.1861 -1.5075 0.144
H 5.2469 -0.6623 -3.3731 0.026
H 7.3019 -0.8115 -1.9669 0.013
H 7.7031 0.8487 -0.2329 -0.003
H 6.3753 2.7983 0.0618 0.024
H 4.1424 2.9643 -1.2768 0.009
F 1.0089 5.7965 6.1160 0.000
C 0.5290 4.6835 5.6019 0.000
C 1.4435 3.7780 5.0684 0.000
C 0.9734 2.5575 4.6226 0.000
C -0.3901 2.2609 4.7128 0.000
C -1.2690 3.0819 5.3106 0.000
C -0.8505 4.3385 5.6949 0.000
H 2.5099 3.9329 4.9965 0.000
H 1.6300 1.8237 4.1789 0.000
H -0.6217 1.2562 4.3915 0.000
H -2.3273 2.9197 5.4517 0.000
H -1.5985 5.0236 6.0659 0.000
F -0.5790 3.7636 -7.8556 0.000
C -0.3742 2.7752 -6.9294 0.001
C -0.2691 2.9675 -5.5502 0.001
C -0.2390 1.8694 -4.7031 0.002
C -0.1669 0.6043 -5.3108 0.000
C -0.1664 0.4472 -6.6865 0.001
C -0.3697 1.5011 -7.5047 0.002
H -0.2616 4.0114 -5.2731 0.000
H -0.3749 1.9716 -3.6365 0.001
H -0.1122 -0.3112 -4.7406 0.000
H -0.0433 -0.5539 -7.0726 0.000
H -0.3762 1.5015 -8.5847 0.000
C 3.1580 -1.3311 -5.9686 0.006
S 1.9533 -2.7004 -5.5290 0.008
O 2.6214 -4.0244 -5.9150 0.001
C 2.2492 -2.6984 -3.6855 0.002
H 3.3325 -0.5224 -5.2590 0.003
H 2.9276 -0.8904 -6.9385 0.001
H 4.1906 -1.6773 -5.9234 0.004
H 1.8058 -3.5750 -3.2132 0.000
H 1.6875 -1.8470 -3.3013 0.000
H 3.2990 -2.5891 -3.4133 0.002
C -2.3872 -1.7273 -3.8973 0.001
S -1.2516 -2.7835 -2.9333 0.003
O -1.7307 -2.7352 -1.4957 0.000
C -1.7712 -4.4336 -3.5721 0.000
H -3.4025 -2.0974 -3.7551 0.000
H -2.0947 -1.8099 -4.9440 0.000
H -2.3596 -0.6723 -3.6244 0.001
H -1.9538 -4.4222 -4.6466 0.000
H -2.7394 -4.6943 -3.1448 0.000
H -1.1374 -5.2078 -3.1394 0.000
C 1.0316 0.5431 -1.0351 0.005
S 0.9195 0.4154 0.7942 0.002
O 0.8688 1.8194 1.3704 0.001
C -0.7622 -0.3914 0.9717 0.001
H 0.1556 1.0209 -1.4739 0.001
H 1.1957 -0.4541 -1.4434 0.000
H 1.8238 1.1910 -1.4101 0.002
H -0.9122 -0.3681 2.0510 0.000
H -0.8069 -1.4275 0.6361 0.000
H -1.4831 0.2316 0.4422 0.000
C -7.4785 3.1080 2.9207 0.000
O -6.4665 2.0695 2.8883 0.000
C -6.2019 1.5881 1.6623 0.000
O -6.9132 1.7424 0.6743 0.000
O -5.0675 0.8860 1.6487 0.000
C -4.5756 0.2613 0.4341 0.001
H -7.0467 4.0186 2.5056 0.000
H -7.7581 3.3153 3.9537 0.000
H -8.3747 2.9345 2.3251 0.000
H -5.2899 -0.0550 -0.3261 0.000
H -4.0246 -0.6322 0.7278 0.000
H -3.7294 0.7639 -0.0342 0.001
C 4.1749 7.9042 -0.9027 0.000
O 3.1558 7.1031 -0.2791 0.000
C 3.4724 5.9200 0.3323 0.000
O 4.5509 5.3655 0.4784 0.001
O 2.2973 5.4510 0.8998 0.000
C 2.2784 4.3092 1.7268 0.001
H 5.1302 7.9413 -0.3791 0.000
H 3.8235 8.8925 -1.1992 0.000
H 4.3663 7.4764 -1.8867 0.000
H 3.0164 4.2930 2.5287 0.000
H 2.4722 3.4451 1.0913 0.001
H 1.3157 4.2246 2.2310 0.000
C -2.6135 -5.2947 4.0838 0.000
O -3.1103 -4.1322 4.6788 0.000
C -2.6619 -2.9435 4.2154 0.000
O -1.8202 -2.7727 3.2893 0.000
O -3.3134 -1.9573 4.8470 0.000
C -2.9768 -0.5731 4.6049 0.000
H -3.0669 -5.5094 3.1161 0.000
H -2.9024 -6.0276 4.8371 0.000
H -1.5366 -5.3813 3.9392 0.000
H -3.6133 0.0201 5.2616 0.000
H -3.3463 -0.2620 3.6278 0.000
H -1.9242 -0.3367 4.7607 0.000
C 3.4378 -6.9657 0.1212 0.000
O 3.8301 -5.6706 -0.3429 0.000
C 3.5524 -4.5846 0.3810 0.000
O 2.9686 -4.4830 1.4861 0.000
O 3.9637 -3.5042 -0.4002 0.002
C 3.8869 -2.1830 0.1702 0.003
H 4.2493 -7.5581 0.5439 0.000
H 3.0788 -7.5472 -0.7279 0.000
H 2.6392 -6.8787 0.8580 0.000
H 2.8649 -1.8677 -0.0399 0.000
H 4.5430 -1.4352 -0.2753 0.002
H 4.0329 -2.2879 1.2453 0.000
C -2.0808 -8.5203 -0.4240 0.000
O -1.9931 -7.1643 0.0024 0.000
C -0.8276 -6.5718 0.2518 0.000
O 0.2921 -7.1254 0.0736 0.000
O -1.0794 -5.2932 0.6863 0.000
C 0.0448 -4.4763 1.0275 0.000
H -1.2767 -9.1576 -0.0561 0.000
H -1.9872 -8.6118 -1.5061 0.000
H -3.0138 -9.0438 -0.2153 0.000
H -0.1309 -3.6216 1.6807 0.000
H 0.5724 -4.0505 0.1740 0.000
H 0.6997 -5.1123 1.6232 0.000
C -1.9553 2.7472 1.8676 0.000
O -3.0418 2.9945 2.7247 0.000
C -3.3452 4.2169 2.9419 0.000
O -2.6547 5.1828 2.6795 0.000
O -4.5958 4.4057 3.4416 0.000
C -5.1381 5.6797 3.7274 0.000
H -2.3275 2.3058 0.9431 0.000
H -1.2269 2.0870 2.3384 0.000
H -1.3564 3.5625 1.4617 0.000
H -4.4101 6.4909 3.7292 0.000
H -5.5962 5.6857 4.7165 0.000
H -5.9484 5.9454 3.0485 0.000
```


The following is a DFT calculation (ωB97M-V/def2-TZVPD) of a structure of composition CH9O4.

Gap between HOMO and LUMO   8.8 eV
Net charge   -1

```
14
Properties=species:S:1:pos:R:3:lowdin_charge:R:1
C -1.5286 1.0316 -0.5118 -0.304
O -0.5335 0.0785 -0.4705 -0.327
H -1.7227 1.4726 -1.5028 0.053
H -1.3380 1.9516 0.1595 0.076
H -2.4271 0.5975 -0.0484 0.049
H 0.4258 0.4535 2.2659 -0.057
H 0.1369 0.3343 0.5381 -0.041
O 0.8902 0.2948 1.4539 -0.276
H 0.5887 0.5361 -1.8909 0.000
H 1.9659 0.1589 -1.9777 -0.008
O 1.3476 0.6019 -2.5235 -0.100
H 1.4314 -2.4133 1.8102 0.008
H 0.1274 -2.1993 1.1132 0.030
O 0.6358 -2.8988 1.5848 -0.104
```


The following is a DFT calculation (ωB97M-V/def2-TZVPD) of a structure of composition C22H33GaN4O6P.

Gap between HOMO and LUMO (spin up / spin down)   6.0 / 4.1 eV
Net charge   +1

```
67
Properties=species:S:1:pos:R:3:lowdin_charge:R:1
O 3.9808 -1.1059 -0.6945 -0.264
H 4.3187 -1.6137 0.0880 0.031
Ga 2.6041 0.0390 -0.0507 0.198
N 1.1492 -0.1193 1.7845 -0.055
N 1.7337 -1.8435 -0.1061 -0.096
N 1.1570 1.8338 -0.1893 -0.051
N 2.0643 0.2699 -1.9665 -0.031
O 0.5911 0.7980 2.5163 -0.122
O 0.6298 2.6402 0.7670 -0.043
O 2.2024 -0.7188 -2.8759 0.004
O 1.7264 -2.6619 -1.1054 -0.040
C 1.3722 -2.3544 1.1054 -0.205
C 0.9963 -1.4138 2.1141 -0.223
C 1.1574 2.3723 -1.4131 -0.236
C 1.7027 1.4770 -2.4055 -0.223
C 0.3232 -1.8108 3.3893 0.007
H -0.7284 -2.0939 3.2412 0.082
H 0.3420 -0.9788 4.1054 0.094
H 0.8219 -2.6809 3.8343 0.095
C 1.1106 -3.7998 1.2639 0.013
H 1.5611 -4.3526 0.4455 0.092
H 0.0275 -3.9861 1.2241 0.086
H 1.5162 -4.1417 2.2282 0.106
C 0.4361 3.6727 -1.6501 0.015
C 1.6288 1.8044 -3.8564 0.009
H 0.8400 4.4792 -1.0095 0.106
H -0.6487 3.5976 -1.4068 0.090
H 0.5694 3.9540 -2.7115 0.084
H 2.2635 1.0835 -4.3817 0.096
H 1.9739 2.8418 -4.0216 0.105
H 0.5872 1.7321 -4.2242 0.100
H 0.6527 1.9843 1.6083 0.065
H 2.1972 -1.5257 -2.2451 0.076
C 3.6637 1.1062 0.9470 -0.128
H 3.4220 1.1751 2.0344 0.027
H 3.6032 2.0455 0.3007 0.045
H 4.6738 0.3880 0.6177 0.114
O 2.1719 2.7424 4.2505 -0.108
H 2.0822 3.6608 3.8163 0.082
H 1.5979 2.0965 3.7595 0.001
C -1.2447 -0.5583 -2.7018 -0.200
P -0.9755 -0.3259 -0.9150 1.206
C -2.0546 1.0589 -0.5261 -0.349
C -1.9334 1.6340 0.7755 -0.099
C -2.6451 2.7831 1.0780 -0.057
C -3.4593 3.3946 0.1427 -0.039
C -3.5701 2.8284 -1.1444 -0.056
C -2.8856 1.6705 -1.4514 -0.095
C -1.8057 -1.7708 -0.2193 -0.334
C -1.6374 -3.0147 -0.8581 -0.084
C -2.1546 -4.1669 -0.2797 -0.061
C -2.8148 -4.1061 0.9537 -0.041
C -2.9623 -2.8700 1.5968 -0.059
C -2.4778 -1.7083 1.0095 -0.071
H -1.0719 0.3896 -3.2383 0.052
H -2.2838 -0.8999 -2.8280 0.082
H -0.5330 -1.3192 -3.0625 0.059
H -1.3389 1.1438 1.5266 0.077
H -2.5428 3.1944 2.0958 0.132
H -4.0238 4.2987 0.3893 0.122
H -4.2097 3.3026 -1.8922 0.120
H -2.9955 1.2213 -2.4568 0.110
H -1.0884 -3.0728 -1.7956 0.107
H -2.0410 -5.1224 -0.7981 0.125
H -3.2233 -5.0141 1.4047 0.123
H -3.4788 -2.8168 2.5607 0.124
H -2.6234 -0.7464 1.5061 0.109
```


The following is a DFT calculation (ωB97M-V/def2-TZVPD) of the ion C6H15N2 with charge +1.

Gap between HOMO and LUMO   10.2 eV
Structure (SMILES)   C=CC[C@@H]([NH3+])CNC
Net charge   +1

```
23
Properties=species:S:1:pos:R:3:lowdin_charge:R:1
C 0.7495 -2.4824 1.6051 -0.005
C 1.4715 -1.4190 1.9043 -0.150
C 1.4760 0.0477 1.2579 -0.153
C 0.2267 0.4276 0.5109 -0.303
N 0.0188 1.9122 0.2689 0.219
C 0.0014 -0.2767 -0.8741 -0.125
N -0.6167 0.6491 -1.9488 -0.106
C -2.0912 0.5912 -2.0845 -0.086
H 0.9612 -3.3960 2.3431 0.118
H -0.1648 -2.6230 1.0453 0.045
H 2.1887 -1.4374 2.7273 0.100
H 1.6556 0.8044 1.9951 0.095
H 2.4070 0.1267 0.5398 0.160
H -0.6502 0.0407 1.1783 0.178
H 0.6080 2.5754 0.7720 0.173
H 0.1197 2.0609 -0.7211 0.125
H -0.9369 2.0953 0.5901 0.175
H 0.8139 -0.7388 -1.3382 0.095
H -0.6254 -1.2906 -0.6523 0.155
H -0.2206 0.3738 -2.7425 0.041
H -2.3483 0.0937 -3.0486 0.106
H -2.5669 0.2732 -1.1580 0.081
H -2.4772 1.5920 -2.1702 0.063
```


The following is a DFT calculation (ωB97M-V/def2-TZVPD) of a structure of composition C6H13AuO3.

Multiplicity   4
⟨S²⟩   3.764
Gap between HOMO and LUMO (spin up / spin down)   7.8 / 6.2 eV
Net charge   +3

```
23
Properties=species:S:1:pos:R:3:lowdin_spin:R:1
C -2.3758 -1.6053 -2.0525 0.270
O -2.7696 -0.4564 -1.4953 0.394
C -2.4224 -0.2005 -0.1295 0.018
C -1.2373 0.7332 -0.0595 0.032
O -0.1184 0.1818 -0.7666 0.176
Au -0.1805 -0.7916 -2.2509 0.971
H -2.1996 -2.4587 -1.3833 0.035
H -2.8059 -1.7665 -3.0451 0.028
H -2.2232 -1.1439 0.3957 0.002
H -3.2872 0.2898 0.3307 0.006
H -0.9801 0.8602 0.9977 0.005
H -1.4639 1.6817 -0.5631 0.000
C 1.1812 0.3180 -0.1979 0.087
C 2.1918 -0.6482 0.2539 0.150
O 1.2539 0.7104 1.3368 0.607
C 2.1904 1.5095 2.0237 0.071
H 1.7460 0.9915 -0.8683 0.013
H 1.0263 -1.2155 0.3921 0.012
H 2.5213 -1.1442 -0.6787 0.039
H 1.6943 2.4580 2.2534 0.046
H 2.5099 1.0170 2.9553 0.009
H 3.0729 1.7189 1.3980 0.013
H 2.6757 -1.0394 1.1536 0.016
```


The following is a DFT calculation (ωB97M-V/def2-TZVPD) of an isolated molecule of C6H5NS.

Gap between HOMO and LUMO   9.4 eV
Structure (SMILES)   N#CC1(S)C=CC=C1

```
13
Properties=species:S:1:pos:R:3:lowdin_charge:R:1
N 1.6925 2.1173 -0.0729 0.171
C 0.9570 1.2343 0.0292 -0.247
C 0.1534 0.0152 0.0763 -0.772
S 1.2674 -1.4079 0.0301 0.824
C -0.7402 -0.0419 -1.1734 -0.108
C -2.0205 -0.0066 -0.8193 -0.049
C -2.0946 0.0918 0.6892 -0.052
C -0.8662 0.0363 1.2173 -0.082
H 2.3928 -0.6743 0.0021 -0.115
H -0.3491 -0.0202 -2.1589 0.106
H -2.9177 0.0538 -1.4271 0.105
H -3.0220 0.2389 1.2576 0.109
H -0.5627 0.1327 2.2404 0.110
```


| no. | largest force on an atom (eV/A) |
| --- | --- |
| 1 | 4.6 |
| 2 | 2.3 |
| 3 | 4.8 |
| 4 | 1.7 |
| 5 | 4.1 |
| 6 | 6.0 |
| 7 | 10.1 |
| 8 | 1.6 |